This record from the OMol25 dataset describes a structure of composition C16H10N2O3S4Zr at a distorted geometry. The level of theory is ωB97M-V with the def2-TZVPD basis set.

Geometry (Å):
Zr  -0.2392  -0.1640  0.3347
O  -1.7925  -5.9725  -1.1130
C  -1.6881  -4.8863  -0.6629
S  -0.6399  -4.4907  0.7522
C  -1.0694  -2.8103  0.8069
C  -1.9807  -2.3358  -0.1004
S  -2.5199  -0.6659  -0.3087
S  -2.6435  -3.4688  -1.2391
S  -0.1838  -1.8279  1.9745
O  0.2403  4.3213  6.0849
C  1.4167  4.0536  5.5145
O  2.4341  4.5058  5.9348
C  1.4444  3.1324  4.3031
C  0.3379  2.5207  3.7514
C  0.4853  1.6961  2.6565
C  1.7410  1.4873  2.0821
C  2.8532  2.0987  2.6346
C  2.6991  2.9108  3.7389
N  1.7550  0.6640  0.9433
C  2.7534  0.2565  0.2738
C  2.5177  -0.6145  -0.8663
C  3.5343  -1.0251  -1.6782
C  3.2574  -1.8564  -2.7568
C  1.9574  -2.2517  -2.9843
C  0.9735  -1.7990  -2.1314
N  1.2380  -0.9994  -1.0906
H  -0.5201  3.9095  5.6663
H  -0.6534  2.6571  4.1638
H  -0.4349  1.2377  2.3059
H  3.8382  1.9559  2.2076
H  3.5483  3.4035  4.1952
H  3.7768  0.5415  0.5019
H  4.5486  -0.7025  -1.4724
H  4.0548  -2.1892  -3.4094
H  1.6997  -2.8974  -3.8133
H  -0.0573  -2.0874  -2.2720

F_max   2.0 eV Å⁻¹
Energy   -70484.013 eV
HOMO energy   -0.5483 Eh
Charge   +2
Orbital gap   6.05 eV

Löwdin population analysis, charges in e, atoms 1 to 4: number 1, Zr, carries 1.28; number 2, O, carries 0.05; number 3, C, carries -0.92; number 4, S, carries 1.03

***

This record from the OMol25 dataset describes a structure of composition C16H11AsCl3FN2O3ReS4. The level of theory is ωB97M-V with the def2-TZVPD basis set.

Geometry (Å):
Re  0.3246  -0.5791  0.6450
C  -0.3021  -7.7478  -1.8039
C  -0.4350  -6.7295  -2.9192
C  -1.6603  -6.9753  -3.7803
C  -1.7195  -5.9790  -4.9205
C  -1.6761  -4.5725  -4.3928
C  -2.2329  -3.5354  -5.1108
C  -2.2096  -2.2260  -4.6257
F  -2.7582  -1.2778  -5.3617
C  -1.6480  -1.9112  -3.4231
C  -1.0741  -2.9470  -2.6694
C  -0.4679  -2.6507  -1.4119
O  -0.4734  -1.4157  -0.9989
C  0.0970  -3.7170  -0.6858
C  0.0452  -5.0270  -1.2296
N  -0.4953  -5.2982  -2.3812
C  -1.0843  -4.2784  -3.1553
C  0.7201  -3.6931  0.6029
O  1.1030  -4.4150  1.4062
O  1.0098  -2.0914  1.0619
H  -0.4045  -8.7350  -2.2519
H  -1.0957  -7.6403  -1.0624
H  0.6696  -7.7392  -1.3113
H  0.4601  -6.7368  -3.5473
H  -2.5613  -6.9305  -3.1623
H  -1.5903  -7.9897  -4.1707
H  -2.6214  -6.1157  -5.5157
H  -0.8726  -6.1323  -5.5958
H  -2.7053  -3.7247  -6.0672
H  -1.6486  -0.8911  -3.0712
H  0.4754  -5.8491  -0.6768
S  4.5360  2.0111  1.9061
As  2.5351  1.7288  1.2342
S  0.8326  0.7849  2.3695
S  1.8056  0.5313  -0.5600
S  3.2772  3.7205  1.2841
Cl  -4.4684  1.8325  0.0623
C  -4.1032  0.6912  1.3561
Cl  -4.1864  1.4285  2.9474
Cl  -5.0597  -0.7800  1.2451
C  -2.7072  0.2910  1.1377
N  -1.6147  -0.0187  0.9664

F_max   0.9 eV Å⁻¹
Energy   -172460.369 eV
HOMO energy   -0.6383 Eh
Charge   +3
Orbital gap   5.59 eV
Energy above the lowest of the compared OMol25 structures with the same formula, charge and spin   22.10 kcal per mole

Löwdin population analysis, charges in e, atoms 1 to 4: number 1, Re, carries 1.05; number 2, C, carries -0.03; number 3, C, carries -0.25; number 4, C, carries -0.13

***

This record from the OMol25 dataset describes a structure of composition C16H11Cl4IN6OS2Zn. The level of theory is ωB97M-V with the def2-TZVPD basis set.

Geometry (Å):
Zn  0.2077  -0.1518  0.9499
Cl  -3.6536  5.2119  2.5679
C  -2.9672  3.6201  2.4101
C  -3.5563  2.5666  3.0484
C  -3.0177  1.2752  2.9470
I  -3.9223  -0.3094  3.9550
C  -1.8859  0.9901  2.1941
O  -1.3692  -0.2015  2.0834
C  -1.2782  2.1192  1.5241
N  -0.1576  1.8667  0.7764
C  0.4568  2.8464  0.1579
C  0.0023  4.1707  0.2217
C  -1.1157  4.4569  0.9527
C  -1.8028  3.4268  1.6336
H  -4.4462  2.7332  3.6404
H  1.3469  2.5855  -0.4019
H  0.5419  4.9460  -0.3063
H  -1.4872  5.4696  1.0279
C  3.6973  -2.8981  -2.0886
C  2.3101  -3.3067  -2.6053
C  1.2756  -3.0581  -1.5489
N  0.8897  -1.8855  -1.1950
N  0.0471  -1.8996  -0.0985
C  -0.1797  -3.1026  0.3637
N  -1.0012  -3.3188  1.4108
S  0.6032  -4.3287  -0.5572
H  4.4690  -3.1513  -2.8192
H  3.9215  -3.4021  -1.1466
H  3.7256  -1.8230  -1.9052
H  2.3092  -4.3626  -2.8806
H  2.0479  -2.7225  -3.4872
H  -1.3295  -2.4989  1.9103
H  -0.9555  -4.1846  1.9151
S  2.4143  -0.2255  1.7734
C  2.6577  -1.8783  1.6363
N  2.8309  -3.0216  1.5387
Cl  1.6542  0.8047  -3.2011
C  -0.0610  0.6158  -3.5939
Cl  -0.2891  -0.7739  -4.6529
Cl  -0.6493  2.0885  -4.3882
C  -0.8398  0.4249  -2.3643
N  -1.4441  0.2863  -1.3979

F_max   0.8 eV Å⁻¹
Energy   -156039.328 eV
HOMO energy   -0.2871 Eh
Orbital gap   7.39 eV
Energy above the lowest of the compared OMol25 structures with the same formula, charge and spin   0.00 kcal per mole

Löwdin population analysis, charges in e, atoms 1 to 4: number 1, Zn, carries 0.51; number 2, Cl, carries 0.69; number 3, C, carries -0.61; number 4, C, carries -0.17